146
Properties=species:S:1:pos:R:3:lowdin_charge:R:1 method="wB97M-V/def2-TZVPD" spin_multiplicity=1 fmax_ha_per_bohr=0.062 charge=+1 orbital_gap_ev=8.48 energy_ha=-3055.3004
C -3.987 7.591 -6.870 -0.120
C -3.147 6.309 -7.061 -0.256
C -3.458 5.218 -6.004 -0.228
C -2.228 4.800 -5.179 -0.199
C -2.540 3.452 -4.439 -0.180
C -1.952 3.351 -2.990 -0.208
C -0.619 2.578 -2.956 -0.185
C -0.124 2.442 -1.492 -0.174
C 0.090 0.986 -1.088 -0.092
N 0.739 0.805 0.231 0.067
C 1.720 1.754 0.785 -0.051
C 3.088 1.690 0.127 -0.204
C 4.088 0.972 0.774 -0.043
C 5.345 0.916 0.241 -0.034
C 5.693 1.560 -0.931 -0.257
C 7.105 1.511 -1.467 -0.033
C 4.690 2.256 -1.581 -0.026
C 3.428 2.316 -1.049 -0.036
C 0.422 -0.229 0.920 -0.272
N 0.922 -0.620 2.182 0.148
C 0.788 -2.118 2.245 -0.067
C 0.053 -2.495 0.927 -0.370
C -0.864 -3.759 0.910 -0.112
C -1.152 -4.367 2.292 -0.166
C 0.022 -5.188 2.900 -0.181
C -0.416 -6.517 3.551 -0.166
C -1.688 -6.411 4.415 -0.234
O -2.901 -6.636 3.729 -0.201
C -3.001 -7.955 3.211 -0.096
S 1.417 -2.957 -0.218 0.682
O 1.976 -4.192 0.188 -0.217
O 2.382 -1.905 -0.280 -0.229
F 0.676 -3.162 -1.579 -0.103
N -0.548 -1.226 0.567 0.171
B -1.757 -0.759 1.290 -0.676
O -2.027 0.610 1.171 0.171
O -2.592 -1.552 2.020 0.069
C -2.672 -1.241 3.415 -0.030
H -3.998 8.175 -7.798 0.067
H -5.030 7.338 -6.643 0.067
H -3.598 8.217 -6.060 0.068
H -3.364 5.914 -8.060 0.099
H -2.094 6.616 -7.063 0.100
H -4.282 5.565 -5.365 0.103
H -3.844 4.340 -6.540 0.109
H -1.403 4.658 -5.888 0.108
H -1.977 5.594 -4.466 0.104
H -2.103 2.624 -5.008 0.103
H -3.630 3.395 -4.361 0.101
H -2.688 2.902 -2.310 0.104
H -1.763 4.377 -2.646 0.100
H -0.758 1.614 -3.463 0.114
H 0.113 3.170 -3.516 0.120
H -0.914 2.849 -0.844 0.117
H 0.745 3.088 -1.360 0.085
H 0.699 0.470 -1.845 0.147
H -0.886 0.504 -1.133 0.129
H 1.337 2.775 0.679 0.138
H 1.869 1.622 1.859 0.132
H 3.828 0.475 1.708 0.110
H 6.121 0.366 0.772 0.123
H 7.454 2.554 -1.450 0.094
H 7.173 1.127 -2.485 0.090
H 7.762 0.986 -0.769 0.074
H 4.940 2.778 -2.502 0.127
H 2.701 2.909 -1.601 0.105
H 1.937 -0.520 2.054 0.118
H 0.280 -2.334 3.184 0.119
H 1.736 -2.668 2.241 0.134
H -0.490 -4.533 0.238 0.116
H -1.832 -3.446 0.498 0.129
H -1.469 -3.619 3.023 0.086
H -2.015 -5.032 2.165 0.122
H 0.478 -4.579 3.695 0.105
H 0.785 -5.391 2.140 0.104
H 0.395 -6.828 4.225 0.116
H -0.466 -7.290 2.777 0.112
H -1.601 -7.095 5.274 0.124
H -1.719 -5.397 4.836 0.123
H -2.637 -7.922 2.169 0.087
H -2.337 -8.651 3.742 0.082
H -4.029 -8.320 3.154 0.091
H -1.790 1.062 1.993 0.119
H -3.603 -1.662 3.802 0.110
H -2.686 -0.166 3.632 0.097
H -1.852 -1.703 3.980 0.088
C -4.991 7.641 -1.773 -0.060
C -3.888 6.670 -1.394 -0.274
O -2.611 7.024 -1.909 -0.180
C -2.108 8.281 -1.484 -0.278
C -1.940 8.398 0.021 -0.075
H -5.063 7.735 -2.858 0.080
H -5.950 7.291 -1.388 0.063
H -4.816 8.639 -1.367 0.073
H -4.119 5.689 -1.817 0.112
H -3.836 6.538 -0.309 0.091
H -2.737 9.090 -1.871 0.109
H -1.134 8.391 -1.962 0.118
H -2.890 8.304 0.548 0.068
H -1.511 9.367 0.278 0.079
H -1.280 7.611 0.393 0.078
C 11.607 1.516 -2.988 -0.076
C 10.816 0.535 -2.141 -0.281
O 9.861 -0.214 -2.879 -0.176
C 10.375 -1.025 -3.923 -0.280
C 11.365 -2.077 -3.455 -0.078
H 10.935 2.208 -3.498 0.082
H 12.290 2.090 -2.361 0.079
H 12.201 1.011 -3.750 0.067
H 10.250 1.089 -1.390 0.105
H 11.483 -0.138 -1.592 0.108
H 10.812 -0.399 -4.708 0.107
H 9.512 -1.521 -4.369 0.117
H 12.255 -1.632 -3.009 0.066
H 11.687 -2.693 -4.296 0.079
H 10.908 -2.723 -2.703 0.081
C 0.952 -12.698 4.934 -0.077
C 0.255 -11.447 5.439 -0.282
O -0.789 -10.992 4.594 -0.178
C -1.861 -11.897 4.381 -0.282
C -2.585 -12.298 5.655 -0.076
H 1.357 -12.533 3.935 0.082
H 1.770 -12.969 5.603 0.079
H 0.274 -13.550 4.878 0.067
H 0.978 -10.630 5.487 0.115
H -0.118 -11.590 6.459 0.107
H -1.508 -12.779 3.836 0.108
H -2.563 -11.386 3.721 0.110
H -1.928 -12.825 6.349 0.067
H -3.421 -12.959 5.422 0.079
H -2.967 -11.415 6.171 0.081
C -7.680 5.499 2.202 -0.072
C -6.705 5.756 1.067 -0.282
O -5.341 5.679 1.454 -0.176
C -4.906 4.438 1.975 -0.277
C -5.062 3.274 1.009 -0.069
H -7.508 6.200 3.020 0.085
H -8.706 5.616 1.851 0.081
H -7.581 4.490 2.606 0.067
H -6.851 6.770 0.693 0.111
H -6.898 5.084 0.224 0.111
H -5.411 4.227 2.924 0.108
H -3.848 4.568 2.211 0.115
H -6.106 3.096 0.748 0.071
H -4.669 2.358 1.453 0.066
H -4.522 3.475 0.081 0.071



148
Properties=species:S:1:pos:R:3:lowdin_charge:R:1 method="wB97M-V/def2-TZVPD" smiles="CN(C)C=O.CN(C)C=O.CN(C)C=O.CN(C)C=O.CN(C)C=O.C1CCOC1.C1CCOC1.C1CCOC1.C1CCOC1.CCCC#N.CCCC#N.CCCC#N" spin_multiplicity=1 fmax_ha_per_bohr=0.130 orbital_gap_ev=8.98 energy_ha=-2806.2705
C -8.822 10.302 12.036 -0.078
N -7.922 9.912 13.094 -0.180
C -6.702 10.715 13.239 -0.029
C -8.454 9.237 14.133 -0.345
O -7.824 9.011 15.170 -0.013
H -9.729 9.699 12.010 0.079
H -8.200 10.243 11.142 0.096
H -9.210 11.312 12.171 0.053
H -6.867 11.568 13.898 0.064
H -5.922 10.120 13.714 0.091
H -6.358 11.068 12.267 0.085
H -9.450 8.843 13.877 0.120
C -12.762 14.611 9.423 -0.045
N -11.983 13.456 9.760 -0.178
C -12.746 12.380 10.461 -0.019
C -10.681 13.369 9.480 -0.351
O -9.950 12.404 9.701 -0.021
H -13.014 15.172 10.324 0.063
H -13.724 14.196 9.125 0.092
H -12.280 15.224 8.661 0.103
H -12.058 11.553 10.635 0.069
H -13.103 12.648 11.456 0.082
H -13.527 11.976 9.817 0.096
H -10.265 14.331 9.140 0.121
C -6.544 15.874 12.926 -0.023
N -7.453 15.512 11.776 -0.169
C -7.388 14.183 11.245 -0.050
C -8.404 16.377 11.373 -0.323
O -9.344 16.140 10.601 -0.021
H -6.802 15.260 13.789 0.069
H -6.614 16.872 13.357 0.080
H -5.516 15.682 12.621 0.085
H -7.853 13.413 11.860 0.075
H -7.980 14.117 10.332 0.076
H -6.372 13.946 10.929 0.098
H -8.199 17.386 11.763 0.134
C -11.792 12.561 20.504 -0.055
N -11.662 13.995 20.651 -0.168
C -11.577 14.742 19.386 -0.037
C -11.799 14.581 21.885 -0.299
O -12.207 15.750 22.050 -0.025
H -11.022 12.095 19.890 0.063
H -12.726 12.403 19.964 0.077
H -11.830 11.960 21.413 0.094
H -10.783 14.398 18.722 0.059
H -12.517 14.571 18.862 0.066
H -11.387 15.807 19.517 0.084
H -11.603 13.860 22.693 0.128
C -14.557 12.273 17.704 -0.084
N -15.064 11.895 16.376 -0.170
C -14.491 10.666 15.844 -0.041
C -15.862 12.687 15.626 -0.334
O -16.100 12.411 14.453 -0.018
H -15.019 11.558 18.384 0.088
H -14.789 13.304 17.972 0.044
H -13.473 12.205 17.797 0.061
H -14.826 10.395 14.843 0.074
H -13.428 10.902 15.792 0.058
H -14.596 9.819 16.522 0.088
H -16.259 13.502 16.251 0.125
C -9.067 16.584 16.103 -0.193
C -9.684 17.806 15.604 -0.201
C -10.814 18.117 16.569 -0.173
O -10.639 17.226 17.674 -0.129
C -9.291 16.763 17.601 -0.182
H -7.998 16.435 15.951 0.111
H -9.532 15.683 15.703 0.090
H -10.031 17.575 14.597 0.087
H -8.977 18.631 15.524 0.122
H -11.689 17.918 15.951 0.112
H -10.805 19.179 16.816 0.122
H -9.132 15.798 18.084 0.103
H -8.582 17.464 18.041 0.130
C -11.962 19.599 12.123 -0.150
C -12.036 18.051 12.148 -0.159
C -13.478 17.755 11.853 -0.211
O -13.915 18.852 11.071 -0.113
C -13.274 20.032 11.509 -0.214
H -11.117 19.889 11.499 0.106
H -11.775 20.005 13.117 0.102
H -11.679 17.657 13.099 0.074
H -11.462 17.590 11.343 0.097
H -14.093 17.664 12.748 0.122
H -13.540 16.845 11.255 0.092
H -13.780 20.646 12.254 0.112
H -13.132 20.713 10.670 0.119
C -7.546 12.709 16.662 -0.193
C -7.268 12.099 17.959 -0.178
C -8.556 12.314 18.774 -0.158
O -9.579 12.179 17.732 -0.177
C -8.998 12.381 16.391 -0.159
H -6.845 12.329 15.920 0.102
H -7.475 13.797 16.679 0.106
H -6.402 12.507 18.481 0.119
H -7.069 11.030 17.879 0.124
H -8.580 13.334 19.158 0.106
H -8.710 11.577 19.562 0.119
H -9.470 13.217 15.874 0.075
H -9.025 11.481 15.775 0.099
C -12.198 7.519 18.404 -0.168
C -11.606 8.089 17.131 -0.136
C -11.390 9.569 17.544 -0.229
O -12.413 9.853 18.428 -0.151
C -12.669 8.705 19.222 -0.186
H -11.484 6.965 19.013 0.108
H -12.983 6.809 18.146 0.108
H -12.366 7.975 16.358 0.076
H -10.706 7.573 16.796 0.116
H -11.395 10.175 16.638 0.091
H -10.376 9.663 17.932 0.115
H -13.721 8.788 19.497 0.123
H -12.084 8.706 20.141 0.112
C -14.138 7.368 14.227 -0.083
C -13.037 7.871 13.227 -0.243
C -13.409 9.030 12.352 -0.220
C -14.518 8.647 11.488 -0.242
N -15.443 8.367 10.843 0.144
H -14.142 7.934 15.158 0.032
H -13.967 6.307 14.410 0.073
H -15.161 7.439 13.856 0.073
H -12.840 6.979 12.632 0.109
H -12.145 8.120 13.801 0.083
H -12.609 9.154 11.623 0.109
H -13.731 9.905 12.917 0.097
C -14.553 16.686 18.989 -0.106
C -15.880 17.075 19.583 -0.261
C -17.064 16.252 19.063 -0.193
C -16.873 14.808 19.196 -0.193
N -16.738 13.637 19.334 0.159
H -13.841 17.467 19.257 0.086
H -14.607 16.578 17.906 0.075
H -14.255 15.711 19.375 0.055
H -16.118 18.124 19.411 0.110
H -15.856 16.918 20.661 0.116
H -17.145 16.430 17.991 0.116
H -17.993 16.632 19.487 0.120
C -12.168 14.375 15.717 -0.070
C -11.980 14.677 14.208 -0.204
C -11.029 13.712 13.482 -0.166
C -11.278 12.292 13.795 -0.160
N -11.475 11.108 13.973 0.201
H -12.661 13.412 15.844 0.058
H -12.835 15.122 16.147 0.076
H -11.263 14.281 16.317 0.051
H -11.416 15.607 14.126 0.074
H -12.946 14.816 13.723 0.115
H -10.028 13.912 13.863 0.100
H -10.984 13.876 12.405 0.108



168
Properties=species:S:1:pos:R:3:lowdin_charge:R:1 method="wB97M-V/def2-TZVPD" spin_multiplicity=1 fmax_ha_per_bohr=0.129 charge=+1 orbital_gap_ev=6.98 energy_ha=-6732.8613
C -1.651 -2.975 0.440 0.046
C -0.572 -1.999 0.841 -0.493
O -0.880 -0.851 1.120 0.044
O 0.696 -2.439 0.837 0.022
C 1.607 -1.565 1.495 -0.192
C 1.551 -1.669 3.019 -0.161
C 2.533 -0.703 3.670 -0.199
C 2.465 -0.687 5.210 -0.182
C 2.695 0.749 5.757 -0.217
C 1.367 1.514 5.526 -0.254
C 1.421 3.063 5.359 -0.384
P 2.587 3.497 6.774 0.924
O 2.917 5.104 6.855 -0.252
O 1.899 3.098 8.214 -0.247
C 2.420 3.271 4.154 -0.183
C 1.860 4.641 3.658 -0.461
P 2.981 5.236 2.227 0.815
N 4.005 3.952 1.689 -0.141
O 4.100 6.267 2.871 -0.325
N 0.350 4.588 3.606 -0.067
C 0.009 3.974 2.262 -0.178
C 0.834 2.947 1.476 -0.173
C 0.002 2.220 0.371 -0.199
C -1.053 3.126 -0.294 -0.200
S -1.960 2.060 -1.415 0.597
O -1.020 1.272 -2.150 -0.274
O -2.774 1.219 -0.586 -0.273
O -2.862 2.948 -2.365 -0.125
C -0.055 6.054 3.511 -0.582
I 1.273 7.699 3.910 1.240
C -1.285 6.499 3.215 -0.721
C -1.663 7.956 3.071 -0.232
I -2.985 5.281 2.860 1.154
C 0.093 3.846 4.982 -0.249
C 0.047 4.939 6.095 -0.237
C -1.243 5.776 6.343 -0.143
C -0.886 7.201 6.722 -0.530
N 0.172 7.373 7.645 0.144
O -1.509 8.167 6.328 0.058
C -1.252 3.054 5.170 -0.533
I -1.660 2.547 7.289 0.998
C -1.706 1.719 4.454 -0.685
C -1.175 1.203 3.120 -0.204
I -1.714 -0.103 5.714 0.829
H -1.326 -4.012 0.482 0.086
H -2.032 -2.699 -0.543 0.097
H -2.475 -2.824 1.137 0.095
H 2.604 -1.902 1.198 0.137
H 1.544 -0.532 1.140 0.112
H 1.877 -2.685 3.260 0.133
H 0.523 -1.504 3.355 0.100
H 3.547 -0.999 3.378 0.126
H 2.379 0.306 3.261 0.087
H 3.128 -1.421 5.666 0.119
H 1.436 -0.967 5.470 0.079
H 2.946 0.615 6.809 0.097
H 3.584 1.124 5.246 0.105
H 0.826 1.320 6.458 0.033
H 0.827 0.983 4.748 0.054
H 3.861 5.257 6.944 0.067
H 2.268 2.237 8.441 0.057
H 3.413 3.552 4.521 0.085
H 2.549 2.452 3.458 0.078
H 2.269 5.211 4.494 0.031
H 3.473 3.123 1.459 0.017
H 4.674 3.728 2.426 0.047
H 4.214 6.016 3.802 0.043
H -0.112 4.788 1.551 0.119
H -0.979 3.535 2.330 0.012
H 1.601 3.435 0.868 0.080
H 1.341 2.149 2.013 0.082
H 0.691 1.964 -0.436 0.101
H -0.392 1.262 0.707 0.071
H -0.502 3.856 -0.895 0.126
H -1.769 3.585 0.384 0.065
H -3.704 2.465 -2.424 0.110
H -1.564 8.503 4.008 0.049
H -2.701 8.061 2.756 0.046
H -1.075 8.395 2.262 0.071
H 0.852 5.666 5.978 0.040
H 0.257 4.531 7.084 0.053
H -2.005 5.752 5.571 0.060
H -1.754 5.430 7.248 0.082
H 0.069 8.271 8.097 0.104
H 1.084 7.257 7.221 0.061
H -2.076 3.743 5.027 -0.022
H -2.783 1.800 4.305 0.066
H -1.539 0.186 2.997 0.028
H -1.692 1.741 2.319 0.080
H -0.100 1.144 2.978 0.059
O 3.807 -2.864 -3.888 -0.225
P 3.745 -1.383 -3.805 0.544
O 3.510 -0.875 -5.342 -0.185
C 2.568 -1.520 -6.196 -0.278
C 1.219 -0.826 -6.169 -0.076
O 5.307 -0.989 -3.586 -0.208
C 6.256 -1.958 -3.139 -0.292
C 7.009 -2.554 -4.311 -0.074
O 3.349 0.045 -3.110 -0.176
C 1.985 0.370 -2.826 -0.270
C 1.220 -0.766 -2.187 -0.075
H 2.457 -2.575 -5.939 0.108
H 2.979 -1.477 -7.206 0.121
H 0.732 -0.959 -5.199 0.061
H 0.558 -1.239 -6.934 0.074
H 1.331 0.245 -6.341 0.079
H 5.771 -2.734 -2.546 0.101
H 6.955 -1.440 -2.478 0.114
H 6.328 -2.907 -5.084 0.075
H 7.634 -3.388 -3.987 0.077
H 7.649 -1.800 -4.771 0.076
H 1.496 0.715 -3.740 0.108
H 2.008 1.223 -2.145 0.105
H 1.183 -1.646 -2.841 0.080
H 0.201 -0.462 -1.973 0.054
H 1.697 -1.074 -1.254 0.071
O -1.806 -0.950 -11.898 -0.226
P -1.028 0.216 -11.409 0.543
O -1.408 1.442 -12.425 -0.187
C -2.756 1.677 -12.825 -0.283
C -3.431 2.710 -11.943 -0.078
O 0.476 -0.142 -11.910 -0.206
C 0.835 -1.476 -12.272 -0.289
C 0.746 -1.668 -13.772 -0.074
O -0.355 1.172 -10.262 -0.179
C -1.158 1.795 -9.258 -0.277
C -2.177 0.861 -8.640 -0.083
H -3.333 0.751 -12.835 0.107
H -2.719 2.044 -13.852 0.120
H -3.587 2.318 -10.934 0.058
H -4.405 2.987 -12.348 0.079
H -2.817 3.608 -11.860 0.081
H 0.219 -2.203 -11.744 0.102
H 1.864 -1.630 -11.943 0.115
H -0.216 -1.334 -14.161 0.074
H 0.886 -2.717 -14.038 0.077
H 1.513 -1.077 -14.275 0.076
H -1.635 2.685 -9.677 0.104
H -0.471 2.144 -8.486 0.118
H -2.882 0.482 -9.388 0.068
H -2.747 1.378 -7.868 0.083
H -1.681 -0.002 -8.191 0.075
O -2.487 -8.599 4.953 -0.228
P -3.534 -8.348 3.931 0.544
O -2.979 -9.054 2.563 -0.189
C -2.396 -10.356 2.588 -0.282
C -3.416 -11.433 2.273 -0.076
O -3.289 -6.775 3.581 -0.208
C -2.554 -5.934 4.465 -0.295
C -1.115 -5.824 4.018 -0.072
O -5.068 -8.168 3.405 -0.178
C -6.020 -9.231 3.534 -0.271
C -5.995 -9.893 4.895 -0.084
H -1.917 -10.557 3.548 0.107
H -1.612 -10.363 1.830 0.119
H -4.146 -11.526 3.081 0.060
H -2.929 -12.401 2.150 0.081
H -3.960 -11.195 1.358 0.082
H -2.625 -6.289 5.493 0.105
H -3.021 -4.947 4.436 0.113
H -0.669 -6.802 3.843 0.078
H -0.515 -5.295 4.761 0.075
H -1.055 -5.281 3.072 0.062
H -5.861 -9.957 2.733 0.105
H -7.001 -8.788 3.363 0.121
H -5.018 -10.343 5.104 0.067
H -6.748 -10.679 4.949 0.086
H -6.195 -9.163 5.681 0.087